{
  "formula": "C17H58N10O12",
  "method": "ωB97M-V with the def2-TZVPD basis set",
  "e_lumo_ha": -0.019,
  "homo_energy_ev": -8.24,
  "total_charge": 0,
  "orbital_gap_ev": 7.7,
  "fmax_ev_per_a": 9.14,
  "smiles": "NC(N)=O.NC(N)=O.NC(N)=O.NC(N)=O.NC(N)=O.CCO.CCO.CCO.CCO.CCO.CO.CO",
  "elements": ["C", "C", "H", "N", "H", "H", "H", "H", "C", "H", "O", "H", "H", "H", "H", "O", "N", "H", "H", "N", "N", "H", "H", "H", "H", "H", "O", "H", "H", "C", "H", "H", "O", "H", "O", "C", "C", "H", "H", "H", "H", "H", "H", "C", "H", "H", "H", "H", "H", "H", "C", "C", "C", "H", "H", "N", "H", "N", "H", "H", "C", "H", "N", "H", "H", "H", "H", "C", "O", "H", "H", "H", "O", "O", "O", "H", "H", "O", "H", "H", "C", "H", "O", "N", "H", "H", "C", "C", "C", "H", "N", "N", "H", "H", "C", "O", "H"],
  "xyz": [[3.826, 0.820, 1.280], [2.173, 2.818, -1.434], [0.813, 1.722, 2.074], [-3.617, -0.393, -2.922], [-0.419, -3.104, -0.604], [-4.039, -0.533, 0.372], [-0.863, 2.605, -4.299], [-0.345, 2.028, 0.235], [-4.115, -0.534, 1.486], [-0.936, -1.525, -4.217], [-1.061, 2.723, 3.333], [0.978, 0.029, 4.656], [3.637, -0.529, -0.351], [2.312, -0.553, -3.913], [4.225, 2.688, -0.997], [-1.589, -0.923, 4.171], [-1.345, 3.448, -1.480], [2.347, -3.065, -3.330], [0.959, 3.362, 0.041], [-0.713, 2.968, 0.500], [3.409, 2.426, -1.587], [-2.269, 1.796, -4.996], [0.142, 0.567, -5.017], [2.978, -0.216, -2.419], [-0.053, 3.573, 5.456], [1.742, 0.478, 0.853], [-1.399, -0.698, -4.541], [-0.040, 0.377, -3.347], [-4.000, 0.413, -2.452], [-1.160, -0.345, -0.257], [-2.783, -0.343, -3.494], [1.480, -2.225, -2.069], [-0.946, -5.072, -0.099], [1.582, 3.111, 5.254], [1.203, 2.680, -2.434], [2.980, -0.972, -3.166], [0.260, 2.675, 3.718], [-3.492, -1.366, 1.886], [2.172, 2.321, 2.963], [4.197, -3.130, -1.872], [-1.953, -3.230, 0.224], [-4.774, 0.647, 3.683], [1.625, -1.127, 3.545], [-1.332, -3.748, -0.494], [-1.448, -0.991, -1.103], [-5.159, -0.710, 1.784], [-1.949, 3.888, -2.187], [4.029, -1.069, -3.562], [-0.484, -0.185, 2.643], [2.596, 3.141, 0.474], [-1.509, 3.674, -0.205], [0.760, -0.937, 4.188], [-0.512, -1.031, 3.356], [1.171, -2.813, 1.309], [-3.049, -2.668, -3.959], [-3.702, -2.627, -3.139], [-2.051, 1.754, -3.289], [3.814, -0.117, 2.161], [-0.826, 3.194, 1.529], [-4.281, 1.600, 1.689], [2.436, -2.289, -2.574], [0.591, 0.161, -1.336], [1.929, 3.233, -0.256], [0.699, -1.194, -0.177], [0.792, -1.667, 4.959], [3.570, 2.093, -2.530], [2.013, -3.289, 2.796], [-1.484, 1.717, -4.230], [0.832, 0.619, 0.725], [-2.195, -0.220, 3.896], [-4.095, -3.510, -2.778], [-1.878, -3.649, -1.464], [-5.012, -1.724, -1.432], [-2.404, 4.599, 0.299], [3.195, -2.777, 1.214], [-2.725, 1.027, 1.738], [3.287, -3.089, 0.309], [3.892, 2.200, 1.572], [-0.664, 2.725, -1.757], [-0.113, -5.315, -0.546], [-4.095, -1.560, -2.488], [3.576, -1.090, 1.999], [3.350, -2.688, -1.540], [3.552, 0.366, 0.108], [-0.479, -2.041, 2.909], [-1.802, 0.541, -0.316], [0.365, -0.201, -0.357], [-0.644, 0.480, -4.237], [-3.700, 0.799, 2.077], [-1.324, -0.770, 0.764], [1.170, 2.257, 2.893], [0.661, 3.254, 4.819], [3.866, 0.082, 3.152], [1.959, -4.370, 1.473], [2.007, -3.340, 1.744], [-3.833, 0.709, 3.492], [3.510, 1.171, -0.547]]
}